Molecular formula: C24H29BrCl2INO3V
Method: DFT, the ωB97M-V functional and the def2-TZVPD basis

Last column: natural (NBO) charge in e.
CARTESIAN COORDINATES (ANGSTROEM)
C (6.0535, -0.5013, 2.4760)  -0.602
C (6.1119, -0.1758, 0.9747)  -0.390
C (4.7005, 0.0237, 0.3647)  -0.426
C (4.3975, 1.5100, 0.2135)  -0.230
N (3.2052, 1.8754, -0.5778)  -0.633
C (1.9753, 1.5554, 0.0023)  0.163
C (1.4432, 2.1597, 1.0651)  -0.212
Br (2.2169, 3.6152, 1.9757)  0.177
C (0.1440, 1.7085, 1.6206)  0.497
O (-0.0761, 1.6713, 2.7891)  -0.448
C (-0.8584, 1.2636, 0.5765)  -0.091
C (-2.2493, 1.4894, 0.7339)  0.265
C (-2.7878, 2.1672, 1.9497)  -0.567
C (-3.7001, 1.2032, 2.6997)  -0.252
C (-3.8450, 1.5536, 4.1833)  -0.643
I (-2.8337, -0.7409, 2.4874)  0.429
C (-3.1210, 0.9873, -0.3461)  -0.041
C (-4.5259, 1.1699, -0.3497)  -0.053
Cl (-5.1904, 2.7012, -0.0894)  0.219
C (-5.4310, 0.0873, -0.5894)  0.160
C (-5.0218, -1.3007, -0.8376)  -0.711
Cl (-7.0437, 0.3661, -0.5400)  0.352
C (-2.5280, 0.3051, -1.4371)  -0.194
C (-1.1679, 0.1234, -1.5816)  0.128
C (-0.6478, -0.5325, -2.8053)  -0.455
C (-0.8982, -2.0548, -2.7810)  -0.411
C (0.0754, -2.7779, -3.7393)  -0.045
O (0.1168, -4.1444, -3.5319)  -0.482
C (0.6807, -4.5536, -2.2938)  -0.261
C (-0.3306, 0.6197, -0.5300)  0.015
C (1.1669, 0.4568, -0.6035)  0.490
O (1.6717, -0.4945, -1.1074)  -0.429
H (5.7825, 0.3929, 3.0322)  0.193
H (5.2801, -1.2443, 2.6474)  0.209
H (7.0153, -0.8741, 2.8030)  0.246
H (6.6332, -0.9434, 0.4174)  0.241
H (6.6537, 0.7661, 0.8827)  0.179
H (3.9732, -0.3683, 1.0714)  0.218
H (4.6345, -0.4733, -0.5968)  0.236
H (4.3810, 1.9340, 1.2475)  0.169
H (5.2829, 1.9448, -0.3329)  0.172
H (3.2793, 1.3959, -1.4704)  0.408
H (-1.9926, 2.4676, 2.6108)  0.283
H (-3.3154, 3.0799, 1.6984)  0.276
H (-4.7010, 1.1978, 2.2842)  0.223
H (-4.1357, 0.6685, 4.7435)  0.248
H (-2.8936, 1.8656, 4.6027)  0.237
H (-4.5862, 2.3320, 4.3227)  0.255
H (-4.1153, -1.5808, -0.3083)  0.267
H (-5.8497, -1.9716, -0.6410)  0.295
H (-4.8207, -1.3914, -1.9127)  0.299
H (-3.1639, -0.0405, -2.2363)  0.245
H (0.4034, -0.3515, -2.9737)  0.245
H (-1.1625, -0.1093, -3.6677)  0.251
H (-1.9030, -2.2688, -3.1421)  0.216
H (-0.8478, -2.4516, -1.7685)  0.210
H (1.0616, -2.3004, -3.6983)  0.162
H (-0.3110, -2.6340, -4.7454)  0.210
H (-0.1173, -4.7174, -1.5709)  0.174
H (1.2095, -5.4910, -2.4234)  0.225
H (1.3859, -3.8075, -1.9274)  0.165
V (5.2365, 3.6374, 0.6809)  0.925

Computed properties:
energy = -161830.00179 eV
Kohn-Sham gap = 2.24 eV
net charge = +3
HOMO level = -15.560 eV

Molecular formula: C16H44AgN5O7
Method: DFT, the ωB97M-V functional and the def2-TZVPD basis

Last column: Mulliken spin population.
CARTESIAN COORDINATES (ANGSTROEM)
Ag (-2.3771, 4.1736, -1.5715)  0.000
N (-1.1391, 1.1366, -0.5921)  -0.001
O (-0.0570, 1.5508, -0.0974)  0.016
O (-1.8655, 1.9488, -1.2159)  0.004
O (-1.4347, -0.0396, -0.5009)  0.000
C (-1.9012, -5.3555, 5.4702)  0.000
C (-2.4372, -4.9908, 4.0915)  0.000
C (-1.7366, -3.8101, 3.4591)  0.001
O (-2.5372, -3.3861, 2.3732)  0.001
C (-2.0306, -2.2150, 1.7758)  -0.001
N (-2.2943, -6.1857, 3.2259)  0.000
H (-0.8274, -5.5511, 5.4758)  0.000
H (-2.4324, -6.2275, 5.8470)  0.000
H (-2.0377, -4.5284, 6.1739)  0.000
H (-3.5258, -4.8734, 4.1300)  0.000
H (-0.7088, -4.0388, 3.1538)  0.000
H (-1.6376, -3.0228, 4.2227)  0.001
H (-1.0062, -2.3723, 1.3981)  0.001
H (-2.1159, -1.3404, 2.4182)  0.000
H (-2.4967, -2.1355, 0.7917)  0.000
H (-2.8321, -6.9532, 3.6078)  0.000
H (-2.6648, -5.9929, 2.3016)  0.000
C (0.6753, 5.9715, -3.2468)  0.000
C (0.6495, 4.4861, -2.8803)  0.000
C (2.0882, 3.9950, -2.7295)  0.000
O (2.1111, 2.5831, -2.6639)  0.000
C (3.3700, 2.0787, -2.2902)  -0.001
N (-0.1009, 4.2844, -1.5985)  0.000
H (1.1026, 6.1237, -4.2325)  0.000
H (1.2266, 6.4775, -2.4487)  0.000
H (-0.3366, 6.3755, -3.1911)  0.000
H (0.2306, 3.8995, -3.7012)  0.000
H (2.5488, 4.4420, -1.8369)  0.000
H (2.6349, 4.3070, -3.6265)  0.000
H (3.4675, 2.1087, -1.1936)  0.001
H (4.2192, 2.5640, -2.7759)  0.000
H (3.4017, 1.0166, -2.5453)  0.000
H (0.1690, 3.3116, -1.3890)  0.000
H (0.5028, 4.7430, -0.9092)  0.000
C (0.5726, 2.0760, 3.7371)  0.025
C (1.3921, 1.0308, 2.9996)  0.060
C (0.5217, -0.1992, 2.5439)  0.128
O (0.1515, -0.9196, 3.6562)  0.218
C (1.1221, -1.8157, 4.1674)  -0.008
N (1.9899, 1.6677, 1.8487)  0.554
H (0.0171, 1.6742, 4.5870)  -0.001
H (-0.1847, 2.5197, 3.0883)  0.000
H (1.2167, 2.8429, 4.1629)  0.000
H (2.2723, 0.7160, 3.5684)  -0.001
H (1.0362, -0.8377, 1.8237)  -0.003
H (-0.3969, 0.1696, 2.0889)  0.005
H (0.5744, -2.6483, 4.6046)  0.009
H (1.8308, -1.3535, 4.8577)  0.016
H (1.7029, -2.2365, 3.3371)  0.001
H (2.6046, 1.0245, 1.3379)  -0.004
H (1.2388, 1.8551, 1.1719)  -0.019
C (0.9224, -2.1484, -4.1561)  0.000
C (0.8424, -0.7817, -3.4980)  0.000
C (-0.4821, -0.0769, -3.7346)  0.000
O (-0.8043, -0.0076, -5.1065)  0.000
C (-2.0923, 0.5598, -5.3094)  0.000
N (1.0831, -0.9858, -2.0514)  -0.001
H (0.0915, -2.7445, -3.7479)  0.000
H (1.7683, -2.7555, -3.8417)  0.000
H (0.7639, -2.1085, -5.2326)  0.000
H (1.7033, -0.1545, -3.7548)  0.000
H (-0.4355, 0.9095, -3.2552)  0.000
H (-1.2617, -0.6624, -3.2257)  0.000
H (-2.3259, 1.3888, -4.6358)  0.000
H (-2.8346, -0.2332, -5.2062)  0.000
H (-2.0795, 0.9508, -6.3250)  0.000
H (0.1993, -1.1436, -1.5682)  0.000
H (1.4154, -0.1307, -1.6121)  0.000

Computed properties:
energy = -43073.16876 eV
2S+1 = 2
Kohn-Sham gap (spin up / spin down) = 6.83 / 3.11 eV
net charge = +1
HOMO level (spin up / spin down) = -10.704 / -10.704 eV
energy relative to the best compared isomer or geometry (same formula, charge and spin) = 0.0 kJ/mol
<S²> = 0.76

Molecular formula: C34H45MoN4OS3Si
Method: DFT, the ωB97M-V functional and the def2-TZVPD basis

Last column: Mulliken spin population.
CARTESIAN COORDINATES (ANGSTROEM)
Mo (-0.2667, -1.1021, 1.0296)  2.018
C (3.3475, 0.2760, -1.1967)  0.003
C (2.5132, -0.0872, -0.0318)  0.040
N (1.4008, -0.7418, -0.2856)  -0.009
N (1.2529, -1.2271, -1.5733)  0.006
C (0.4859, -2.2501, -1.6143)  0.010
S (-0.1962, -3.0780, -0.2221)  -0.093
S (0.0956, -3.0811, -3.1123)  -0.003
C (1.4454, -2.5243, -4.2266)  0.002
C (2.7137, -3.3462, -4.0031)  -0.002
C (3.3115, -3.5792, -2.7551)  -0.001
C (4.3517, -4.4974, -2.6418)  0.001
C (4.7725, -5.2620, -3.7223)  0.000
C (4.2030, -5.0255, -4.9566)  0.000
C (3.1867, -4.0916, -5.1047)  0.000
C (2.8925, 0.2908, 1.3375)  -0.006
C (3.9927, 1.1186, 1.5040)  0.008
C (4.5779, 1.3300, 2.7317)  -0.006
C (4.0277, 0.7113, 3.8550)  0.008
C (2.8605, -0.0496, 3.7183)  -0.021
C (2.2455, -0.1888, 2.4779)  0.032
O (1.0566, -0.7759, 2.3871)  0.023
H (3.7394, -0.6403, -1.6439)  0.002
H (4.1841, 0.9167, -1.0037)  0.001
H (2.6690, 0.7249, -1.9393)  0.001
H (1.5762, -1.4501, -4.1560)  0.000
H (1.0012, -2.7827, -5.2338)  0.001
H (2.9385, -3.1177, -1.8183)  0.000
H (4.7510, -4.6306, -1.6503)  0.000
H (5.5232, -6.0329, -3.5663)  0.000
H (4.5165, -5.5726, -5.8002)  0.000
H (2.7057, -3.9629, -6.0860)  0.000
H (4.4514, 1.5369, 0.6413)  0.000
H (5.4671, 1.9688, 2.7813)  0.000
H (4.4796, 0.8321, 4.8568)  0.000
H (2.4324, -0.4898, 4.6030)  0.000
C (0.4046, 2.4486, 5.2507)  -0.003
C (-0.2761, 2.0237, 3.9775)  -0.002
C (-1.7748, 2.2359, 4.0502)  0.007
C (0.3787, 2.6138, 2.7315)  -0.030
C (-0.1436, 2.2643, 1.4894)  0.073
C (0.4290, 2.7158, 0.2978)  -0.014
C (1.5829, 3.4826, 0.3211)  -0.002
C (2.2106, 3.9924, -0.9368)  0.000
C (2.1559, 3.7693, 1.5751)  0.003
C (1.5632, 3.3429, 2.7454)  0.001
H (-0.0849, 1.9747, 6.1112)  0.000
H (0.2122, 3.5389, 5.3874)  0.000
H (1.4821, 2.1868, 5.3002)  0.000
H (-0.0671, 0.9392, 3.8679)  0.007
H (-2.0198, 3.2377, 4.4213)  0.000
H (-2.1872, 1.5300, 4.7670)  0.001
H (-2.2505, 2.1189, 3.0836)  0.000
H (-1.0555, 1.6879, 1.3742)  -0.024
H (0.0247, 2.5005, -0.6749)  -0.005
H (2.4739, 3.2187, -1.6488)  0.000
H (3.1616, 4.5074, -0.6967)  0.000
H (1.5614, 4.7014, -1.4418)  0.000
H (3.0910, 4.2994, 1.6175)  0.000
H (2.0565, 3.5017, 3.7120)  0.000
C (-4.9291, -2.1259, 0.2391)  0.001
N (-3.8962, -2.4032, 1.2409)  0.003
C (-3.3252, -1.5100, 2.0150)  0.010
S (-1.8159, -1.8693, 2.8300)  0.022
N (-3.8805, -0.3236, 2.3435)  -0.001
C (-5.1585, 0.2829, 2.0291)  0.001
H (-4.6933, -2.7796, -0.6273)  0.000
H (-4.8573, -1.0715, -0.0685)  0.002
H (-5.9289, -2.3459, 0.6262)  0.000
H (-3.3695, -3.2673, 1.1564)  -0.002
H (-3.2743, 0.2649, 2.8790)  0.001
H (-5.9371, -0.4700, 1.8282)  0.000
H (-5.0852, 0.9746, 1.1859)  0.000
H (-5.4574, 0.8619, 2.8884)  0.000
C (-5.2644, 1.1994, -2.0940)  0.004
Si (-3.5957, 0.5002, -2.4716)  -0.002
C (-3.8166, -1.1903, -3.1794)  0.004
C (-2.7620, 1.5699, -3.7542)  0.006
C (-2.5455, 0.2297, -1.0040)  0.065
C (-1.7002, -0.1471, -0.2068)  -0.137
H (-5.7316, 1.3520, -3.0568)  0.000
H (-5.2371, 2.1497, -1.5604)  0.000
H (-5.8894, 0.5041, -1.5075)  0.000
H (-4.2649, -1.0481, -4.1544)  0.000
H (-4.4502, -1.8131, -2.5476)  0.000
H (-2.8578, -1.6944, -3.3174)  -0.002
H (-3.3504, 1.4223, -4.6498)  0.000
H (-1.7600, 1.1861, -3.8524)  0.000
H (-2.8006, 2.6106, -3.4711)  0.000

Computed properties:
energy = -86230.62179 eV
2S+1 = 3
Kohn-Sham gap (spin up / spin down) = 6.75 / 7.18 eV
net charge = +1
HOMO level (spin up / spin down) = -10.820 / -10.931 eV
energy relative to the best compared isomer or geometry (same formula, charge and spin) = 0.0 kJ/mol
<S²> = 2.03

Molecular formula: C3H5N3S
Method: DFT, the ωB97M-V functional and the def2-TZVPD basis

Last column: natural (NBO) charge in e.
CARTESIAN COORDINATES (ANGSTROEM)
C (-1.0113, -0.5612, 1.0529)  -0.022
C (-1.0084, -1.3896, -0.1162)  -0.109
C (0.4639, 0.3871, -0.3858)  0.530
H (0.8162, 2.4725, 0.3622)  0.309
H (-2.0281, -0.2759, 1.8198)  0.244
H (-1.8119, -1.9630, -0.4926)  0.228
H (1.0719, -2.1505, -1.5569)  0.132
H (1.7837, 0.9169, -1.6462)  0.379
N (-0.4436, 0.7003, 0.7512)  -0.508
N (-0.2753, -0.6749, -1.0864)  -0.412
N (1.4631, 1.1899, -0.7310)  -0.698
S (0.9798, 1.3483, 2.0292)  -0.072

Computed properties:
energy = -18486.88917 eV
Kohn-Sham gap = 6.03 eV
HOMO level = -8.409 eV
energy relative to the best compared isomer or geometry (same formula, charge and spin) = 1062.2 kJ/mol